{"formula": "C23H32N4OS", "method": "the ωB97M-V functional and the def2-TZVPD basis", "relative_energy_ev": 0.342, "elements": ["S", "O", "N", "N", "N", "N", "C", "C", "C", "C", "C", "C", "C", "C", "C", "C", "C", "C", "C", "C", "C", "C", "C", "C", "C", "C", "C", "C", "C", "H", "H", "H", "H", "H", "H", "H", "H", "H", "H", "H", "H", "H", "H", "H", "H", "H", "H", "H", "H", "H", "H", "H", "H", "H", "H", "H", "H", "H", "H", "H", "H"], "positions_angstrom": [[0.031, 0.203, 3.268], [-0.688, -3.448, -4.244], [0.067, 1.607, 1.048], [1.692, 0.975, -3.201], [-0.860, -3.421, -1.398], [-0.494, -0.628, 0.810], [1.889, -0.471, -0.851], [-1.013, -1.862, 1.361], [-0.874, -4.003, -0.061], [0.401, -3.667, -2.085], [3.022, -0.147, -1.577], [0.615, 0.661, -2.507], [1.673, 3.338, 1.564], [-3.001, 3.825, 3.058], [-1.953, -3.910, -2.228], [-0.532, 3.392, 2.600], [-0.201, -3.114, 0.988], [0.641, -0.068, -1.318], [-1.907, 2.805, 2.757], [-0.152, 4.547, 3.273], [0.390, -2.998, -3.459], [2.656, 2.673, 0.647], [-0.149, 0.399, 1.630], [0.407, 2.782, 1.763], [2.869, 0.576, -2.751], [-0.639, -0.440, -0.618], [2.007, 4.503, 2.236], [-1.907, -3.208, -3.585], [1.102, 5.097, 3.096], [-1.876, 2.061, 3.559], [2.778, 1.623, 0.914], [4.001, -0.444, -1.237], [-1.883, -4.999, -2.385], [-0.063, -3.718, 1.885], [-2.902, -3.685, -1.735], [-2.052, -1.983, 1.032], [-0.324, 1.012, -2.918], [2.322, 2.722, -0.392], [0.307, 1.624, 0.065], [-0.386, -4.991, -0.062], [-0.965, -1.408, -1.025], [-2.164, 2.270, 1.839], [1.298, -3.247, -4.010], [-2.971, 4.644, 2.342], [-1.916, -4.154, 0.233], [1.376, 5.996, 3.629], [0.570, -4.750, -2.216], [2.986, 4.936, 2.094], [-2.691, -3.588, -4.241], [0.331, -1.906, -3.337], [-2.900, 4.233, 4.059], [3.721, 0.857, -3.355], [3.625, 3.161, 0.711], [1.220, -3.256, -1.493], [-2.045, -2.125, -3.439], [1.970, -1.014, 0.080], [-0.847, 5.026, 3.943], [-3.975, 3.345, 2.992], [-1.414, 0.309, -0.838], [0.788, -2.817, 0.645], [-1.008, -1.735, 2.446]], "mulliken_charge": [-0.4391, -0.4602, 0.1316, -0.6061, 0.6096, 0.3974, 0.3865, -0.9803, -1.1804, -0.9079, -0.9089, -0.1388, 1.0065, -1.5654, -0.6508, 0.7658, -0.6099, 0.6984, -0.0994, -0.6773, -0.3117, -1.0170, 0.5290, -0.3754, -0.5511, -1.6545, -0.9520, -0.6152, -0.9489, 0.2846, 0.2010, 0.4475, 0.3655, 0.4874, 0.4231, 0.4467, 0.4537, 0.2345, 0.0784, 0.3826, 0.0566, 0.2845, 0.4068, 0.3769, 0.4538, 0.3900, 0.4149, 0.3828, 0.3796, 0.1561, 0.3327, 0.4456, 0.4249, 0.3920, 0.2746, 0.4898, 0.2714, 0.4271, 0.2659, 0.1895, 0.5049]}

***

{"formula": "C23H32N7O5S2Zr", "method": "the ωB97M-V functional and the def2-TZVPD basis", "total_charge": 1, "relative_energy_ev": 0.000, "elements": ["Zr", "S", "S", "O", "O", "O", "O", "O", "N", "N", "N", "N", "N", "N", "N", "C", "C", "C", "C", "C", "C", "C", "C", "C", "C", "C", "C", "C", "C", "C", "C", "C", "C", "C", "C", "C", "C", "C", "H", "H", "H", "H", "H", "H", "H", "H", "H", "H", "H", "H", "H", "H", "H", "H", "H", "H", "H", "H", "H", "H", "H", "H", "H", "H", "H", "H", "H", "H", "H", "H"], "positions_angstrom": [[-7.943, -9.717, -11.968], [-8.423, -7.058, -10.842], [-7.312, -11.104, -9.955], [-4.845, -7.898, -14.057], [-6.371, -9.229, -13.183], [-8.404, -6.432, -9.578], [-9.070, -9.435, -13.630], [-9.355, -8.208, -10.989], [-4.396, -12.322, -13.385], [-7.382, -12.036, -13.077], [-5.803, -9.458, -15.971], [-10.031, -11.618, -10.063], [-7.074, -7.809, -11.240], [-9.925, -10.950, -11.282], [-8.893, -12.610, -8.390], [-8.680, -4.567, -11.670], [-4.709, -11.788, -15.749], [-11.232, -10.438, -13.324], [-8.598, -3.551, -12.623], [-12.853, -10.083, -15.090], [-8.354, -2.884, -15.111], [-11.917, -9.384, -15.822], [-6.100, -13.600, -14.568], [-10.305, -9.672, -14.044], [-4.711, -12.900, -14.703], [-7.199, -11.503, -15.469], [-5.651, -8.151, -13.187], [-10.668, -9.148, -15.276], [-8.821, -5.873, -12.086], [-12.512, -10.597, -13.847], [-7.285, -12.622, -14.440], [-5.961, -7.202, -11.963], [-9.007, -6.207, -13.416], [-8.896, -11.810, -9.493], [-8.594, -3.867, -13.983], [-5.814, -10.855, -15.343], [-10.981, -11.006, -12.008], [-8.868, -5.179, -14.340], [-9.172, -7.243, -13.696], [-8.175, -1.881, -14.727], [-13.290, -11.167, -13.302], [-7.933, -10.728, -15.222], [-8.190, -13.169, -14.575], [-7.393, -11.848, -16.476], [-4.920, -9.036, -15.682], [-3.740, -11.307, -15.705], [-8.494, -2.520, -12.287], [-4.835, -12.246, -16.717], [-7.509, -3.250, -15.677], [-9.807, -12.962, -8.145], [-12.096, -8.977, -16.833], [-9.228, -2.839, -15.757], [-6.432, -12.135, -12.688], [-5.632, -10.605, -14.353], [-13.850, -10.232, -15.498], [-8.093, -12.720, -7.800], [-4.051, -13.046, -12.765], [-5.996, -9.445, -16.946], [-7.965, -12.639, -12.485], [-5.058, -7.181, -11.324], [-6.484, -8.898, -15.474], [-4.014, -13.661, -15.022], [-8.994, -5.449, -15.380], [-3.637, -11.613, -13.444], [-6.239, -14.226, -15.461], [-6.103, -14.243, -13.707], [-9.932, -8.600, -15.816], [-11.806, -11.552, -11.557], [-6.153, -6.172, -12.301], [-8.538, -4.347, -10.619]], "mulliken_charge": [0.2424, 1.6804, -0.4948, -0.7337, -0.4660, -0.7119, 1.1527, -0.6257, -0.5227, -0.4471, 0.0933, -1.3717, -0.5011, 0.7865, -0.4045, -0.6024, -1.4469, 0.7712, -0.6546, -0.8597, -1.4330, -0.6190, -1.4768, 0.6808, 0.0782, -0.3415, 0.5624, -0.5990, -0.3611, -0.7770, -0.5997, -0.5232, -0.4159, 0.7237, 0.7712, 0.1483, -0.8798, -0.7316, 0.6640, 0.3769, 0.3698, -0.3386, 0.7930, 0.4924, 0.5262, 0.4071, 0.3762, 0.3977, 0.3397, 0.2397, 0.3897, 0.3594, 0.4985, 0.4091, 0.3984, 0.2206, 0.2588, 0.4309, 0.3979, 0.3829, -0.1292, 0.4261, 0.4512, 0.2130, 0.4756, 0.4689, 0.4486, 0.3571, 0.3023, 0.5055]}

***

{"formula": "C23H32NO4Sr", "method": "the ωB97M-V functional and the def2-TZVPD basis", "total_charge": -1, "relative_energy_ev": 3.740, "elements": ["Sr", "O", "O", "O", "O", "N", "C", "C", "C", "C", "C", "C", "C", "C", "C", "C", "C", "C", "C", "C", "C", "C", "C", "C", "C", "C", "C", "C", "C", "H", "H", "H", "H", "H", "H", "H", "H", "H", "H", "H", "H", "H", "H", "H", "H", "H", "H", "H", "H", "H", "H", "H", "H", "H", "H", "H", "H", "H", "H", "H", "H"], "positions_angstrom": [[-2.097, 0.459, -0.826], [-4.240, 0.446, -1.800], [-3.423, -3.788, -0.129], [1.657, 3.555, -0.502], [1.240, -0.048, 1.495], [-3.454, -1.617, -1.113], [1.595, 4.899, -1.082], [3.015, -1.841, 1.615], [3.869, 4.655, -0.043], [-1.315, -0.375, 1.996], [-1.074, -2.607, -2.906], [2.996, 3.418, 0.072], [1.428, 0.581, 0.183], [0.344, -2.175, -1.091], [-5.820, -1.399, -1.359], [-0.052, -1.710, -3.377], [-4.459, -0.766, -1.462], [-2.064, -2.498, 1.523], [3.036, 0.373, 3.013], [0.828, -1.484, -2.256], [2.667, -0.352, 1.683], [2.993, 5.597, -0.933], [-0.819, -2.882, -1.504], [-2.754, -0.399, 2.223], [-5.552, -2.839, -0.910], [-0.916, -1.666, 1.585], [-4.048, -2.855, -0.658], [-3.188, -1.725, 1.936], [2.956, 0.353, 0.302], [-5.817, -3.585, -1.695], [3.479, -0.117, -0.541], [2.764, -2.300, 0.608], [3.438, 1.218, 0.756], [0.096, -2.028, 1.372], [-2.020, -3.545, 1.277], [-6.384, -0.845, -0.577], [0.872, -2.287, -0.134], [0.141, -1.388, -4.434], [2.504, -0.147, 3.821], [4.804, 4.302, -0.509], [2.687, 1.425, 3.032], [4.115, 0.366, 3.224], [2.953, 3.128, 1.137], [-0.644, 0.469, 2.155], [2.451, -2.343, 2.462], [-1.811, -3.112, -3.557], [1.252, 4.891, -2.133], [-6.078, -3.109, 0.023], [2.895, 6.562, -0.390], [1.806, -1.032, -2.329], [-3.346, 0.433, 2.620], [-1.310, -3.613, -0.869], [3.547, 5.757, -1.883], [-6.331, -1.324, -2.343], [4.075, 5.111, 0.932], [-4.188, -2.133, 2.098], [1.199, 1.690, 0.184], [0.814, 5.465, -0.524], [0.992, 0.035, -0.699], [4.150, -1.887, 1.745], [3.544, 2.636, -0.498]], "mulliken_charge": [1.3092, -1.0157, -0.6283, -0.4258, -0.2663, -0.1365, -0.6101, -1.5015, -0.7269, -1.2859, -0.5417, 0.1776, 1.0087, 0.0392, -0.4287, -1.0670, 0.8092, -1.3209, -1.6315, 0.0833, 1.2271, -0.4241, -0.7448, -1.4766, -0.5919, 0.5227, -0.0854, -0.1546, -0.8958, 0.2769, 0.1764, 0.3502, 0.3288, 0.6553, 0.7604, 0.2457, 0.2968, 0.2895, 0.4178, 0.2549, 0.3255, 0.3317, 0.0632, 0.8138, 0.2907, 0.3689, 0.2791, 0.2381, 0.2454, 0.4139, 0.2739, 0.4706, 0.2586, 0.2934, 0.2551, 0.5048, 0.0992, 0.2794, -0.7636, 0.4373, 0.2510]}

***

Quick rundown of total energy, same order as above: -1588.0739, -2498.5773, -1281.9166 Eh